{
  "formula": "C6H9N2O2",
  "method": "ωB97M-V with the def2-TZVPD basis set",
  "symbols": ["C", "C", "C", "C", "C", "C", "N", "N", "O", "O", "H", "H", "H", "H", "H", "H", "H", "H", "H"],
  "positions_angstrom": [[1.50, -1.29, 1.62], [0.76, 0.82, 1.24], [-1.50, 0.86, -1.19], [-1.33, -0.18, -0.08], [-0.26, 0.62, -2.06], [0.19, -0.23, 0.04], [1.53, -0.03, 2.05], [0.75, -1.47, 0.57], [0.57, 1.98, 1.38], [0.73, 0.05, -1.19], [2.05, -2.08, 2.11], [-2.42, 0.73, -1.74], [-1.47, 1.87, -0.77], [-1.83, 0.11, 0.85], [-1.70, -1.15, -0.40], [-0.46, -0.10, -2.86], [0.15, 1.53, -2.49], [2.09, 0.31, 2.83], [0.66, -2.35, 0.08]],
  "lowdin_charge": [-0.1375, -0.2730, -0.1174, -0.0558, -0.0991, -0.3253, 0.1802, 0.1509, 0.2632, 0.0552, 0.1596, 0.1291, 0.1240, 0.1391, 0.1397, 0.1436, 0.1415, 0.1947, 0.1874],
  "total_charge": 1,
  "spin_multiplicity": 3,
  "homo_lumo_gap_ev": [7.8095, 6.9035],
  "largest_force_ev_per_a": 5.28
}



{
  "formula": "C6H9N3",
  "method": "ωB97M-V with the def2-TZVPD basis set",
  "symbols": ["C", "C", "C", "C", "C", "C", "N", "N", "N", "H", "H", "H", "H", "H", "H", "H", "H", "H"],
  "positions_angstrom": [[0.79, -1.84, -0.03], [-0.54, -2.21, 0.01], [1.19, -0.60, 0.04], [-0.86, 0.64, 0.27], [-0.66, 1.95, 0.38], [2.36, 0.19, -0.19], [-1.62, -1.54, -0.08], [-1.79, -0.24, 0.04], [-3.21, 0.15, -0.06], [1.50, -2.73, -0.37], [-0.73, -3.23, -0.25], [-1.32, 2.72, 0.04], [0.33, 2.41, 0.49], [3.15, -0.53, 0.07], [2.43, 1.02, 0.43], [2.45, 0.40, -1.27], [-3.50, -0.89, -0.04], [-3.43, 0.51, -0.98]],
  "lowdin_charge": [-0.1481, -0.2019, -0.0567, -0.1202, -0.0383, -0.0880, 0.0521, -0.2351, 0.0942, 0.1576, 0.0949, 0.0261, 0.0317, 0.0929, 0.0567, 0.1067, 0.1057, 0.0697],
  "total_charge": 0,
  "homo_lumo_gap_ev": 7.5759,
  "largest_force_ev_per_a": 5.55
}



{
  "formula": "C6H9N3",
  "method": "ωB97M-V with the def2-TZVPD basis set",
  "symbols": ["C", "C", "C", "C", "N", "N", "C", "N", "C", "H", "H", "H", "H", "H", "H", "H", "H", "H"],
  "positions_angstrom": [[-0.48, -1.21, 2.43], [-0.19, -1.38, 0.94], [0.13, -0.43, 0.10], [0.62, -0.84, -1.14], [0.76, -0.25, -2.25], [0.33, 1.08, -2.39], [-0.59, 1.75, -1.67], [-0.79, 1.72, -0.44], [0.18, 1.06, 0.37], [0.45, -1.60, 3.03], [-0.67, -0.22, 2.86], [-1.28, -1.91, 2.74], [-0.04, -2.36, 0.64], [1.04, -1.89, -1.16], [0.56, 1.40, -3.37], [-1.23, 2.37, -2.33], [1.20, 1.44, 0.18], [-0.01, 1.27, 1.45]],
  "lowdin_charge": [-0.0833, -0.0991, -0.2603, -0.1736, 0.0629, -0.0195, -0.2781, 0.0492, -0.1784, 0.1084, 0.0610, 0.0662, 0.0845, 0.1364, 0.1562, 0.1258, 0.1358, 0.1058],
  "total_charge": 0,
  "homo_lumo_gap_ev": 9.1986,
  "smiles": "C/C=C1/C=NNC=NC1",
  "largest_force_ev_per_a": 3.72
}



{
  "formula": "C6H9N3",
  "method": "ωB97M-V with the def2-TZVPD basis set",
  "symbols": ["C", "C", "C", "C", "C", "C", "N", "N", "N", "H", "H", "H", "H", "H", "H", "H", "H", "H"],
  "positions_angstrom": [[2.53, -1.23, -0.93], [3.40, -0.12, -0.67], [4.16, 0.35, 0.48], [-0.77, 1.11, -1.35], [-1.10, -0.18, 0.91], [-0.84, -0.11, -0.49], [3.11, 0.79, 1.10], [1.52, -0.65, -0.24], [2.24, 0.58, -0.05], [2.61, -2.15, -1.48], [5.12, 0.12, 0.92], [-1.64, 1.74, -1.24], [-0.62, 0.69, -2.31], [0.06, 1.81, -1.18], [-1.93, 0.56, 1.00], [-0.22, 0.14, 1.61], [-1.34, -1.14, 1.11], [-0.72, -1.04, -0.98]],
  "lowdin_charge": [-0.0701, -0.1685, -0.1135, -0.0938, -0.1181, -0.1943, 0.0740, 0.0496, -0.1047, 0.0872, 0.0967, 0.0744, 0.0602, 0.0789, 0.1028, 0.1254, 0.0366, 0.0772],
  "total_charge": 0,
  "homo_lumo_gap_ev": [5.7018, 8.4488],
  "largest_force_ev_per_a": 4.18
}



{
  "formula": "C6H9N3O",
  "method": "ωB97M-V with the def2-TZVPD basis set",
  "symbols": ["H", "N", "C", "O", "C", "C", "C", "C", "N", "C", "N", "H", "H", "H", "H", "H", "H", "H", "H"],
  "positions_angstrom": [[-1.25, 1.84, 3.75], [-1.48, 0.88, 3.21], [-1.28, 1.24, 2.02], [-0.81, 2.66, 2.06], [-1.06, 0.46, 0.77], [0.24, -0.34, 0.71], [0.54, -0.83, -0.67], [1.50, -0.38, -1.55], [1.35, -1.14, -2.68], [0.33, -2.00, -2.47], [-0.17, -1.85, -1.26], [-0.33, 2.83, 1.24], [-1.92, -0.22, 0.65], [-1.10, 1.17, -0.08], [1.07, 0.29, 1.07], [0.17, -1.19, 1.40], [2.27, 0.38, -1.45], [1.94, -1.11, -3.50], [0.00, -2.71, -3.22]],
  "lowdin_charge": [0.1259, 0.1227, -0.4188, -0.0572, -0.1464, -0.1407, -0.3205, -0.0626, 0.0366, -0.1988, 0.1019, 0.0719, 0.1304, 0.1213, 0.1212, 0.1268, 0.1164, 0.1502, 0.1197],
  "total_charge": 0,
  "homo_lumo_gap_ev": 9.6211,
  "smiles": "[H]/N=C(\\O)CCc1c[nH]cn1",
  "largest_force_ev_per_a": 4.15
}



{
  "formula": "C6H9N3O2",
  "method": "ωB97M-V with the def2-TZVPD basis set",
  "symbols": ["C", "N", "C", "N", "C", "C", "C", "N", "C", "O", "O", "H", "H", "H", "H", "H", "H", "H", "H", "H"],
  "positions_angstrom": [[2.05, 1.84, 0.04], [0.95, 1.03, -0.48], [0.48, 0.02, 0.41], [1.12, -1.18, 0.35], [0.57, -2.31, 0.12], [-0.80, -2.51, -0.17], [-1.64, -1.43, -0.24], [-1.22, -0.18, 0.01], [-2.11, 0.89, 0.05], [-3.30, 0.74, 0.04], [-1.52, 2.08, 0.11], [2.32, 2.58, -0.71], [1.71, 2.35, 0.94], [2.93, 1.24, 0.29], [1.21, 0.63, -1.37], [0.42, 0.42, 1.43], [1.25, -3.16, 0.13], [-1.18, -3.50, -0.37], [-2.68, -1.52, -0.51], [-0.56, 1.99, -0.08]],
  "lowdin_charge": [-0.0927, -0.0931, -0.2645, 0.0802, -0.1501, -0.0760, -0.0718, 0.0873, -0.5984, 0.1096, 0.1196, 0.0852, 0.0855, 0.0836, 0.1375, 0.1568, 0.1098, 0.0894, 0.1336, 0.0687],
  "total_charge": 0,
  "homo_lumo_gap_ev": 8.8721,
  "smiles": "CN[C@@H]1N=CC=CN1C(=O)O",
  "largest_force_ev_per_a": 3.08
}



{
  "formula": "C6H9N4S",
  "method": "ωB97M-V with the def2-TZVPD basis set",
  "symbols": ["C", "C", "C", "C", "C", "C", "N", "N", "N", "N", "S", "H", "H", "H", "H", "H", "H", "H", "H", "H"],
  "positions_angstrom": [[4.29, 0.02, -0.02], [0.52, 0.68, 0.98], [1.12, -0.60, 1.23], [0.48, -0.38, -0.07], [1.08, -0.13, -1.39], [-0.95, -0.90, -0.36], [3.49, 1.53, 1.32], [4.84, 1.22, -0.30], [4.33, 2.08, 0.50], [3.41, 0.26, 0.96], [4.34, -1.52, -0.94], [-0.45, 0.78, 1.51], [1.01, 1.66, 0.96], [1.42, -1.38, 1.89], [2.24, -0.34, -1.48], [0.97, 0.86, -1.61], [0.60, -0.75, -2.11], [-1.59, -1.11, 0.44], [-1.11, -1.79, -0.90], [-1.47, -0.15, -0.91]],
  "lowdin_charge": [-0.9028, -0.1577, -0.0170, -0.5178, -0.0639, -0.0637, -0.0810, -0.0751, -0.1389, -0.0742, 0.5151, 0.0983, 0.0895, 0.0753, 0.0386, 0.0482, 0.0580, 0.0478, 0.0527, 0.0688],
  "total_charge": -1,
  "homo_lumo_gap_ev": [8.3366, 4.7931],
  "largest_force_ev_per_a": 4.80
}



{
  "formula": "C6H9N4S",
  "method": "ωB97M-V with the def2-TZVPD basis set",
  "symbols": ["C", "C", "C", "C", "C", "C", "N", "N", "N", "N", "S", "H", "H", "H", "H", "H", "H", "H", "H", "H"],
  "positions_angstrom": [[-1.45, -1.52, 0.14], [-0.22, -0.94, 0.26], [-2.60, -0.84, 0.10], [-0.15, 0.45, 0.14], [-1.35, 1.26, 0.05], [-2.70, 0.57, 0.09], [-1.06, 2.57, -0.04], [0.97, 1.16, 0.15], [-3.79, 1.31, -0.32], [3.46, 0.75, -0.29], [0.49, 2.75, -0.07], [-1.51, -2.64, 0.08], [0.72, -1.31, 0.50], [-3.56, -1.30, -0.16], [2.20, 0.87, -0.18], [-3.79, 2.38, -0.13], [-4.67, 0.87, -0.32], [3.93, 1.62, -0.68], [3.69, -0.13, -0.61], [3.70, 0.68, 0.72]],
  "lowdin_charge": [-0.0805, -0.0357, -0.0492, -0.3332, -0.2184, -0.1860, -0.2307, -0.2355, 0.1325, 0.1536, 1.0779, 0.1447, 0.0920, 0.1258, 0.0489, 0.1638, 0.0820, 0.1509, 0.0633, 0.1334],
  "total_charge": 1,
  "homo_lumo_gap_ev": 6.9127,
  "largest_force_ev_per_a": 5.11
}



{
  "formula": "C6H9N4S",
  "method": "ωB97M-V with the def2-TZVPD basis set",
  "symbols": ["C", "C", "C", "C", "C", "C", "N", "N", "N", "N", "S", "H", "H", "H", "H", "H", "H", "H", "H", "H"],
  "positions_angstrom": [[0.77, 3.02, -0.97], [0.72, 0.64, -0.21], [-0.09, 3.94, -1.47], [0.12, 1.83, -0.67], [-1.33, 1.82, -1.07], [-1.10, -0.91, -0.29], [-2.30, 1.13, -0.77], [0.07, -0.60, 0.05], [0.19, -3.94, 1.76], [0.86, -1.52, 0.58], [-1.69, 3.49, -1.75], [1.79, 3.33, -0.80], [1.79, 0.54, -0.11], [-0.10, 5.04, -1.56], [-1.97, -1.46, -0.03], [0.72, -4.71, 1.93], [-0.03, -3.56, 2.62], [-0.67, -4.20, 1.28], [0.36, -2.40, 0.92], [1.89, -1.49, 0.54]],
  "lowdin_charge": [-0.0796, 0.1035, -0.3672, -0.1789, -0.6325, 0.1855, 0.1371, -0.2277, 0.0656, 0.0751, 1.1469, 0.1385, 0.1361, 0.0975, 0.0935, 0.0114, 0.0185, 0.0672, 0.0661, 0.1432],
  "total_charge": 1,
  "spin_multiplicity": 3,
  "homo_lumo_gap_ev": [6.2380, 5.1064],
  "largest_force_ev_per_a": 4.30
}



{
  "formula": "C6H9N5O",
  "method": "ωB97M-V with the def2-TZVPD basis set",
  "symbols": ["C", "O", "C", "C", "C", "N", "H", "H", "H", "H", "H", "N", "N", "C", "C", "N", "N", "H", "H", "H", "H"],
  "positions_angstrom": [[-4.80, 0.17, 0.49], [-3.35, 0.36, 0.42], [-2.77, -0.71, -0.22], [-1.56, -0.71, -0.77], [-0.68, 0.41, -0.79], [-0.10, 1.42, -0.71], [-5.29, 0.68, -0.35], [-5.16, 0.53, 1.45], [-5.00, -0.91, 0.47], [-3.38, -1.61, -0.22], [-1.22, -1.62, -1.26], [2.69, 1.84, 0.16], [2.35, 0.49, 0.09], [2.66, -0.41, -0.89], [2.39, -1.59, -0.31], [2.23, -1.40, 1.06], [2.09, -0.13, 1.24], [1.81, 2.34, 0.07], [3.11, 2.00, 1.07], [3.16, -0.15, -1.81], [2.48, -2.57, -0.76]],
  "lowdin_charge": [-0.0439, -0.0950, -0.1537, -0.0786, -0.1937, 0.1717, 0.0947, 0.0901, 0.0796, 0.1217, 0.1070, 0.0912, -0.2719, -0.0849, -0.1640, -0.0011, 0.0051, 0.0481, 0.0793, 0.1156, 0.0828],
  "total_charge": 0,
  "homo_lumo_gap_ev": 10.2116,
  "smiles": "CO/C=C\\C#N.Nn1ccnn1",
  "largest_force_ev_per_a": 2.44
}



{
  "formula": "C6H9NO",
  "method": "ωB97M-V with the def2-TZVPD basis set",
  "symbols": ["O", "C", "C", "C", "C", "C", "N", "C", "H", "H", "H", "H", "H", "H", "H", "H", "H"],
  "positions_angstrom": [[1.92, -1.48, -0.18], [1.17, -0.43, 0.35], [1.57, 1.23, 0.09], [0.40, 1.80, -0.22], [-0.84, 0.80, 0.08], [-2.31, 0.11, -0.28], [-1.60, -1.20, 0.28], [-0.21, -0.46, -0.24], [1.62, -1.70, -1.12], [1.29, -0.55, 1.50], [2.51, 1.59, 0.22], [0.42, 3.06, -0.15], [-1.03, 0.71, 1.23], [-3.14, 0.68, 0.47], [-2.65, -0.26, -1.38], [-1.72, -1.04, 1.36], [-0.15, -0.56, -1.37]],
  "lowdin_charge": [-0.0582, -0.3021, 0.0093, -0.0691, -0.2790, -0.1385, -0.0330, -0.3245, 0.1230, 0.1710, 0.0494, 0.1480, 0.1456, 0.1431, 0.1335, 0.1098, 0.1716],
  "total_charge": 0,
  "homo_lumo_gap_ev": 10.3341,
  "smiles": "O[C@H]1C=C[C@H]2CN[C@H]12",
  "largest_force_ev_per_a": 7.19
}



{
  "formula": "C6H9NO",
  "method": "ωB97M-V with the def2-TZVPD basis set",
  "symbols": ["C", "N", "C", "O", "C", "C", "C", "C", "H", "H", "H", "H", "H", "H", "H", "H", "H"],
  "positions_angstrom": [[2.75, -1.60, 0.02], [1.96, -0.89, 0.59], [1.43, 0.34, 0.30], [2.18, 1.35, 0.38], [-0.05, 0.46, 0.19], [-0.54, 1.90, 0.16], [-0.84, -0.64, -0.03], [-2.36, -0.57, -0.22], [3.15, -2.53, 0.52], [3.01, -1.51, -1.13], [-0.79, 2.26, -0.87], [0.10, 2.78, 0.52], [-1.44, 1.81, 0.79], [-0.42, -1.64, -0.13], [-2.52, -0.66, -1.42], [-2.64, 0.46, 0.11], [-2.96, -1.33, 0.22]],
  "lowdin_charge": [-0.0446, 0.0591, -0.4192, 0.0312, -0.2178, -0.0621, -0.0832, -0.0797, 0.0909, 0.1242, 0.0941, 0.1064, 0.0644, 0.1006, 0.1337, 0.0579, 0.0441],
  "total_charge": 0,
  "homo_lumo_gap_ev": 9.8248,
  "smiles": "C=NC(=O)/C(C)=C/C",
  "largest_force_ev_per_a": 6.07
}



{
  "formula": "C6H9NO",
  "method": "ωB97M-V with the def2-TZVPD basis set",
  "symbols": ["C", "C", "C", "C", "C", "C", "H", "H", "H", "H", "H", "H", "H", "H", "H", "N", "O"],
  "positions_angstrom": [[1.14, 0.18, -0.21], [0.24, 0.59, 0.96], [-0.21, 1.67, 0.05], [-0.08, 0.59, -1.00], [-1.25, -0.33, -0.61], [-1.07, -0.37, 0.71], [2.19, -1.00, 1.18], [2.76, -1.12, -0.65], [1.61, 1.11, -0.32], [0.53, 0.74, 2.01], [-1.30, 1.89, 0.23], [0.50, 2.32, 0.24], [0.07, 0.63, -2.04], [-2.12, 0.12, -1.12], [-2.00, -0.05, 1.26], [1.94, -0.94, -0.07], [-1.06, -1.50, 0.03]],
  "lowdin_charge": [-0.4053, -0.1441, -0.0936, -0.1583, -0.3012, -0.3106, 0.2217, 0.0625, 0.1131, 0.1423, 0.1471, 0.0723, 0.1242, 0.1694, 0.1711, 0.0433, 0.1460],
  "total_charge": 0,
  "homo_lumo_gap_ev": 9.5298,
  "largest_force_ev_per_a": 9.76
}



Taking the records one at a time from the top gives DFT total energy values of -13432.767 -10830.785 -10835.727 -10829.073 -12885.039 -14932.646 -23158.766 -23156.431 -23148.608 -15862.192 -9899.109 -9903.284 -9898.734 eV.